[1]
# C54H53ClN8O3P2PdSSe2

A structure of composition C54H53ClN8O3P2PdSSe2 (ωB97M-V with the def2-TZVPD basis set, the Open Molecules 2025 dataset).

Element x y z (Å)
Pd -0.66 0.06 -0.94
C -0.97 -0.77 7.69
C -0.13 -0.94 6.45
C 1.25 -1.07 6.53
C 2.02 -1.25 5.39
C 1.41 -1.30 4.15
C 0.03 -1.16 4.04
C -0.73 -0.98 5.19
S 2.40 -1.58 2.67
O 2.23 -2.99 2.37
O 3.74 -1.19 3.05
N 1.72 -0.76 1.53
C 1.60 0.61 1.61
C 2.43 1.42 2.41
C 2.20 2.78 2.48
C 1.16 3.33 1.75
C 0.42 2.48 0.95
N 0.61 1.16 0.88
H -0.38 -0.38 8.51
H -1.39 -1.73 8.01
H -1.81 -0.10 7.51
H 1.73 -1.03 7.50
H 3.10 -1.33 5.45
H -0.43 -1.16 3.07
H -1.80 -0.85 5.10
H 3.25 0.97 2.95
H 2.83 3.40 3.10
H 0.95 4.39 1.75
H -0.36 2.87 0.31
Se 0.06 5.37 -6.47
P -0.76 3.52 -5.84
C 0.21 2.21 -6.67
C 1.35 1.75 -6.00
C 2.29 0.99 -6.67
C 2.11 0.67 -8.01
C 0.96 1.10 -8.67
C 0.02 1.86 -8.00
C -2.51 3.47 -6.35
C -2.87 3.71 -7.67
C -4.20 3.74 -8.05
C -5.20 3.56 -7.10
C -4.85 3.38 -5.77
C -3.52 3.34 -5.39
C -0.71 3.11 -4.11
C -0.77 1.98 -3.28
N -0.62 2.44 -2.02
N -0.55 3.76 -2.05
N -0.57 4.19 -3.30
P -1.08 0.17 -3.29
Se 0.49 -1.25 -2.70
C -1.31 -0.19 -5.12
C -2.44 0.23 -5.82
C -2.66 -0.13 -7.14
C -1.75 -0.95 -7.80
C -0.61 -1.36 -7.13
C -0.39 -0.99 -5.81
C -2.85 -0.02 -2.75
C -3.78 -0.89 -3.33
C -5.09 -0.94 -2.88
C -5.50 -0.15 -1.82
C -4.57 0.65 -1.17
C -3.26 0.70 -1.62
H 1.50 2.01 -4.96
H 3.17 0.64 -6.14
H 2.85 0.07 -8.53
H 0.80 0.83 -9.71
H -0.86 2.20 -8.53
H -2.09 3.92 -8.40
H -4.46 3.92 -9.09
H -6.24 3.59 -7.39
H -5.62 3.27 -5.01
H -3.25 3.20 -4.35
H -3.18 0.83 -5.32
H -3.56 0.22 -7.65
H -1.92 -1.25 -8.82
H 0.12 -1.98 -7.63
H 0.49 -1.34 -5.28
H -3.48 -1.53 -4.15
H -5.79 -1.61 -3.37
H -6.53 -0.18 -1.48
H -4.86 1.23 -0.29
H -2.54 1.30 -1.07
C -0.28 -8.57 1.26
C -0.10 -7.21 1.96
C 1.37 -7.03 2.33
C -0.93 -7.27 3.25
C -0.63 -6.06 1.03
O -2.02 -6.29 0.83
C 0.07 -6.12 -0.34
C -0.28 -5.05 -1.39
C -1.68 -5.18 -1.95
C -2.62 -4.17 -1.76
C -3.93 -4.34 -2.17
C -4.30 -5.50 -2.81
Cl -5.96 -5.73 -3.32
C -3.37 -6.50 -3.06
C -2.07 -6.33 -2.63
C -0.34 -4.72 1.74
N -1.23 -3.62 1.43
C -0.90 -2.40 0.99
N -1.97 -1.63 0.95
C -2.95 -2.43 1.40
N -2.56 -3.65 1.72
H -0.06 -9.37 1.96
H 0.40 -8.68 0.41
H -1.30 -8.69 0.90
H 1.68 -7.82 3.01
H 1.57 -6.07 2.82
H 2.03 -7.09 1.45
H -0.67 -8.18 3.80
H -1.99 -7.29 3.03
H -0.73 -6.42 3.92
H -2.53 -5.52 1.13
H -0.15 -7.09 -0.77
H 1.16 -6.07 -0.18
H 0.43 -5.16 -2.21
H -0.13 -4.04 -1.03
H -2.32 -3.24 -1.28
H -4.66 -3.56 -1.99
H -3.67 -7.40 -3.58
H -1.35 -7.12 -2.80
H 0.66 -4.37 1.51
H -0.37 -4.84 2.82
H 0.12 -2.10 0.76
H -3.98 -2.13 1.49

Output
energy	-9225.293894	Ha
total charge	-2
maximum force	0.66	eV Å⁻¹
HOMO	-2.09	eV
LUMO level	3.724	eV
2S+1	1

=====

[2]
# C4H7NOS

An isolated molecule of C4H7NOS at a distorted geometry (ωB97M-V with the def2-TZVPD basis set, the Open Molecules 2025 dataset).

Element x y z (Å)
O -2.89 0.18 0.05
C -1.82 -0.65 0.00
C -0.39 0.16 -0.08
S -0.43 1.86 -0.04
C 0.95 -0.51 -0.32
C 1.92 0.08 0.68
N 2.05 0.23 -0.67
H -2.61 0.91 -0.80
H -1.82 -1.47 -0.71
H -1.81 -1.25 0.98
H 0.85 -1.51 -0.63
H 1.44 1.12 1.00
H 2.71 -0.29 1.42
H 1.85 1.12 -0.86

Output
energy	-684.643968	Ha
maximum force	5.62	eV Å⁻¹
SMILES	OCC(=S)[C@@H]1CN1
HOMO	-9.19	eV
LUMO level	-0.528	eV
2S+1	1

=====

[3]
# C5H9N3O

An isolated molecule of C5H9N3O at a distorted geometry (ωB97M-V with the def2-TZVPD basis set, the Open Molecules 2025 dataset).

Element x y z (Å)
C 2.00 -0.72 0.70
N 1.21 0.07 -0.27
C 1.60 1.46 -0.41
N -0.11 -0.13 -0.33
C -0.68 -1.19 0.20
O -1.94 -1.46 0.07
C -2.63 -0.41 -0.62
C -2.74 0.76 0.26
N -2.77 1.76 0.87
H 3.05 -0.36 0.59
H 1.70 -0.57 1.74
H 1.97 -1.76 0.33
H 2.66 1.52 -0.76
H 1.49 2.02 0.52
H 0.99 1.93 -1.20
H -0.06 -1.98 0.72
H -3.61 -0.80 -0.90
H -2.11 -0.13 -1.51

Output
energy	-435.335459	Ha
maximum force	6.17	eV Å⁻¹
SMILES	CN(C)/N=C/OCC#N
HOMO	-7.92	eV
LUMO level	0.847	eV
2S+1	1

=====

Question: What is the HOMO in the third record?
Answer: -7.92 eV